DFT (ωB97M-V/def2-TZVPD) results for a structure of composition C13H26AlCl15NO2Si.

Element x y z (Å)
C: 3.0186 0.1604 2.4151
Si: 2.9705 -0.1181 0.5253
C: 3.8887 -1.7129 0.0524
C: 3.7950 1.4425 -0.2187
Al: 0.6587 -0.1973 -0.2147
O: -0.5171 -0.3630 1.1515
C: -1.2008 -1.5641 0.9290
C: -1.2530 -1.8630 -0.5768
C: -2.1741 -0.9735 -1.4380
C: -3.4855 -0.5046 -0.7960
C: -3.3927 0.6364 0.2136
N: -2.6377 1.7887 -0.3004
O: 0.0858 -1.7185 -1.0391
H: 2.4060 -0.5926 2.9125
H: 4.0320 0.1852 2.8229
H: 2.5390 1.1269 2.5929
H: 4.9437 -1.7711 0.3345
H: 3.8396 -1.7872 -1.0371
H: 3.3475 -2.5793 0.4227
H: 2.9831 2.1686 -0.3226
H: 4.2354 1.2832 -1.1969
H: 4.5202 1.8888 0.4683
H: 0.4283 1.0727 -1.2114
H: -0.6585 -2.4081 1.3833
H: -2.2243 -1.5409 1.3312
H: -1.5687 -2.9151 -0.6717
H: -1.6267 -0.1324 -1.8631
H: -2.4603 -1.5867 -2.2979
H: -3.9868 -1.3558 -0.3218
H: -4.1590 -0.1718 -1.5939
H: -3.0044 0.3000 1.1784
H: -4.4148 0.9835 0.3996
H: -1.7679 1.4770 -0.7255
H: -2.3329 2.3348 0.4968
C: 3.3663 -5.8734 -1.0084
Cl: 3.0040 -4.4548 -1.9820
Cl: 4.7650 -6.7482 -1.6579
Cl: 3.6296 -5.4804 0.6914
H: 2.5148 -6.5380 -1.0618
C: -5.7261 3.1913 2.1876
Cl: -6.6248 4.3649 3.1606
Cl: -4.0673 3.0082 2.7522
Cl: -6.5698 1.6423 2.1841
H: -5.6889 3.5603 1.1709
C: 7.1302 0.4021 -2.8092
Cl: 6.3576 0.3345 -4.3977
Cl: 6.7567 1.9177 -1.9928
Cl: 6.6374 -0.9623 -1.8130
H: 8.2002 0.3521 -2.9585
C: -3.9254 7.0215 5.7558
Cl: -4.2774 6.4128 7.3768
Cl: -2.6087 8.1993 5.8043
Cl: -3.5652 5.7037 4.6505
H: -4.8097 7.5298 5.3952
C: -1.8605 -3.0047 -5.1732
Cl: -1.0839 -1.4611 -5.5244
Cl: -1.0650 -3.8190 -3.8346
Cl: -3.5822 -2.7724 -4.8348
H: -1.7773 -3.6291 -6.0522

Calculated values
total energy	-221802.5107	eV
2S+1	1
total charge	-1
lowest unoccupied orbital energy	0.0697	hartree



DFT (ωB97M-V/def2-TZVPD) results for a structure of composition C34H53BrEuN2P2 in a non-equilibrium geometry.

Element x y z (Å)
N: 4.9136 -2.5399 -1.4066
C: 4.8062 -2.0148 -0.1926
C: 3.6717 -2.1944 0.5985
C: 2.6290 -3.0325 0.1066
C: 2.7416 -3.5356 -1.2112
C: 3.9420 -3.2954 -1.8930
C: 1.4155 -3.2343 0.9069
Eu: -0.2255 -0.4638 0.7302
P: -2.5962 1.2866 0.7201
C: 0.1985 -3.6306 0.3900
C: -1.0820 -3.3092 1.0266
C: -2.3240 -3.5430 0.3586
C: -3.5253 -3.1671 0.9671
C: -3.5009 -2.4909 2.1797
C: -2.3281 -2.2544 2.8802
C: -1.0955 -2.6127 2.2864
Br: -5.1950 -1.7557 2.8259
H: 1.5393 -2.9786 1.9736
H: 0.1001 -4.0895 -0.6047
H: 3.6389 -1.7275 1.5926
H: 1.9533 -4.1272 -1.6841
H: 5.6517 -1.4477 0.1833
H: 4.0847 -3.7355 -2.8726
H: -2.3579 -4.0949 -0.5923
H: -0.1726 -2.4307 2.8636
H: -4.5028 -3.4004 0.5450
H: -2.3853 -1.8216 3.8810
P: 0.2065 0.4400 -2.4492
C: -2.5031 1.3481 2.5810
C: -3.7914 1.3258 3.3953
H: -1.8978 2.2296 2.8440
H: -1.9241 0.4598 2.9069
H: -3.5510 1.4198 4.4658
H: -4.5300 2.0969 3.1384
H: -4.2780 0.3404 3.2959
C: -4.0834 0.3011 0.3357
C: -5.4785 0.9178 0.3181
H: -4.0911 -0.4930 1.0937
H: -3.8973 -0.2241 -0.6143
H: -6.1979 0.1218 0.0808
H: -5.7857 1.3314 1.2862
H: -5.5805 1.6900 -0.4487
C: -2.9529 2.9577 0.1078
C: -3.7236 3.8963 1.0280
H: -3.4577 2.8535 -0.8642
H: -1.9590 3.3870 -0.1005
H: -3.7680 4.8803 0.5480
H: -4.7591 3.5844 1.2139
H: -3.2078 4.0241 1.9845
C: 0.5944 2.0568 -3.2606
C: -0.1852 3.2372 -2.7017
H: 0.3731 1.9464 -4.3360
H: 1.6771 2.2308 -3.1584
H: 0.1544 4.1631 -3.1772
H: -1.2569 3.1462 -2.9041
H: -0.0367 3.3545 -1.6248
C: -1.4145 0.1235 -3.3094
C: -1.9925 -1.2757 -3.0724
H: -1.2548 0.2921 -4.3912
H: -2.1185 0.8910 -2.9397
H: -2.9370 -1.3733 -3.6247
H: -1.3086 -2.0575 -3.4306
H: -2.2202 -1.4548 -2.0098
C: 1.2755 -0.6252 -3.5283
C: 2.7721 -0.3780 -3.3784
H: 0.9664 -0.4912 -4.5808
H: 1.0415 -1.6634 -3.2418
H: 3.3272 -1.1376 -3.9394
H: 3.0779 0.6037 -3.7580
H: 3.0986 -0.4736 -2.3376
C: 4.2461 3.8766 0.9356
N: 3.5390 3.0092 -0.0486
C: 3.9569 3.3485 -1.4342
C: 3.6300 1.5017 0.2326
C: 3.1251 1.2395 1.6189
C: 4.0215 1.3629 2.7180
C: 3.5124 1.2679 4.0171
C: 2.1726 0.9475 4.2183
C: 1.3248 0.7121 3.1075
C: 1.8027 0.8663 1.8219
H: 5.2831 3.5449 1.0306
H: 3.7292 3.8489 1.8947
H: 4.2270 4.9013 0.5455
H: 2.5286 3.2167 0.0398
H: 4.9835 3.0045 -1.5853
H: 3.2923 2.8467 -2.1444
H: 3.8964 4.4370 -1.5541
H: 3.0047 1.0167 -0.5302
H: 4.6852 1.2261 0.0714
H: 5.0995 1.5664 2.5715
H: 4.1762 1.4505 4.8664
H: 1.7898 0.8666 5.2259
H: 0.2771 0.4150 3.2947

Calculated values
total energy	-147032.5170	eV
2S+1	8
total charge	+2
<S²>	15.7609
lowest unoccupied orbital energy (spin up / spin down)	-0.2220 / -0.2212	hartree



DFT (ωB97M-V/def2-TZVPD) results for a structure of composition C2H3I3O in a non-equilibrium geometry.

Element x y z (Å)
C: 0.0064 -0.3622 0.7246
C: 0.3260 -0.7275 -0.6963
O: -1.1454 1.4475 0.4080
I: 1.6065 0.3100 1.8042
I: 1.4620 0.9240 -1.7648
I: -1.6929 -0.9719 -1.5804
H: -0.7637 -1.0026 1.2141
H: 0.7580 -1.6783 -0.8463
H: -0.5569 2.0610 0.7369

Calculated values
total energy	-28468.2090	eV
relative energy (zero: lowest compared OMol25 entry of this formula, charge and spin)	295.50	kJ/mol
2S+1	1
lowest unoccupied orbital energy	-0.0538	hartree



DFT (ωB97M-V/def2-TZVPD) results for a structure of composition C5H13IN in a non-equilibrium geometry.

Element x y z (Å)
C: 1.6342 -0.5444 -2.1982
C: -0.8133 -0.9181 1.7042
C: -0.6208 1.5671 1.3817
C: 1.1014 -0.4518 -0.7674
C: -1.1586 0.2311 0.8738
N: -0.3059 0.1092 -0.7736
I: -3.2059 0.3773 0.1542
H: 0.8895 -1.0471 -2.8162
H: 1.9539 0.3477 -2.7002
H: 2.3659 -1.4202 -2.1044
H: -1.4805 -1.6720 1.5795
H: 0.1690 -1.5129 1.5236
H: -0.9237 -0.7200 2.7606
H: -0.2198 2.3469 0.7016
H: 0.0816 1.5085 2.0965
H: -1.3477 2.2609 1.8407
H: 1.8532 0.2682 -0.3930
H: 1.0297 -1.3330 -0.3282
H: -0.1706 1.0439 -1.1075
H: -0.8316 -0.4413 -1.4275

Calculated values
total energy	-14977.9110	eV
relative energy (zero: lowest compared OMol25 entry of this formula, charge and spin)	203.51	kJ/mol
2S+1	1
total charge	+1
lowest unoccupied orbital energy	-0.1342	hartree



DFT (ωB97M-V/def2-TZVPD) results for an isolated molecule of C2H2ClN in a non-equilibrium geometry.

Element x y z (Å)
C: 0.6202 1.0525 -0.2627
C: -1.2645 -0.4458 -0.1464
N: -0.2439 0.2171 -0.0814
Cl: -2.7802 0.1560 0.0209
H: 1.0672 1.5334 0.6881
H: -1.1274 -1.4269 -0.4032

Calculated values
total energy	-16115.6885	eV
relative energy (zero: lowest compared OMol25 entry of this formula, charge and spin)	230.97	kJ/mol
2S+1	1
lowest unoccupied orbital energy	0.0275	hartree



DFT (ωB97M-V/def2-TZVPD) results for a structure of composition C20H25ClN15O3Se3TeZr in a non-equilibrium geometry.

Element x y z (Å)
Zr: -0.1197 -0.4074 0.3274
N: -2.3704 0.7588 2.7779
C: -1.2478 0.0408 3.1538
N: -1.1405 -0.6436 4.2743
N: 0.0884 -1.1863 4.2252
N: 0.6917 -0.8478 3.1473
N: -0.1216 -0.0282 2.4198
C: -2.6367 0.8709 1.4240
N: -3.8380 0.8419 0.8855
N: -3.6177 0.9835 -0.4356
N: -2.3628 1.1023 -0.6814
N: -1.6786 1.0562 0.4949
H: -3.1867 0.5294 3.3250
Se: 2.3337 -1.2231 0.7382
Se: 4.4885 -0.7481 0.4403
Te: 3.5249 -1.9797 -2.9522
Se: 1.6128 -2.2699 -1.4789
C: 2.5739 3.4820 -2.9317
C: 3.1799 2.1357 -2.5914
N: 2.7919 1.7348 -1.2530
C: 1.9746 2.3895 -0.4074
N: 1.4009 1.7644 0.6036
C: 0.9090 2.6736 1.6412
C: 0.1341 3.8404 1.0520
C: 1.1036 4.6327 0.2068
N: 1.8604 3.7419 -0.6463
C: 2.6687 4.3450 -1.6853
H: 1.5185 3.3645 -3.1880
H: 3.0993 3.9353 -3.7734
H: 4.2728 2.1762 -2.6340
H: 2.8611 1.3738 -3.3061
H: 2.9647 0.7683 -1.0306
H: 1.7599 3.0533 2.2247
H: 0.2785 2.1159 2.3237
H: -0.2901 4.4768 1.8311
H: -0.6734 3.4436 0.4341
H: 1.7847 5.1938 0.8615
H: 0.5770 5.3580 -0.4216
H: 3.7178 4.4278 -1.3708
H: 2.2865 5.3496 -1.8693
C: -2.0755 -0.9131 -5.0465
N: -1.4363 -0.8298 -3.7565
C: 0.0101 -0.7678 -3.6173
C: 0.1423 -0.8752 -2.0953
O: 0.4569 0.2583 -1.4462
N: -1.1295 -1.3826 -1.6022
C: -1.9757 -1.2252 -2.5749
N: -3.3042 -1.4712 -2.4619
H: -1.4261 -0.4303 -5.7733
H: -3.0309 -0.3861 -5.0457
H: -2.2368 -1.9506 -5.3592
H: 0.4130 0.1868 -3.9565
H: 0.5181 -1.5855 -4.1372
H: -3.6471 -1.3797 -1.5157
H: -3.8854 -1.0009 -3.1358
Cl: -0.3660 -6.6018 5.8832
C: -0.5642 -5.4606 4.5910
C: -1.7517 -4.7523 4.4957
C: -1.9070 -3.8333 3.4741
C: -0.8811 -3.6299 2.5608
C: 0.3049 -4.3472 2.6677
C: 0.4678 -5.2702 3.6858
C: -1.0084 -2.5830 1.5161
O: -1.9840 -1.8186 1.4248
O: -0.0322 -2.4359 0.6988
H: -2.5376 -4.9061 5.2221
H: -2.8095 -3.2438 3.3887
H: 1.1129 -4.1642 1.9724
H: 1.3893 -5.8263 3.7876

Calculated values
total energy	-266780.8999	eV
relative energy (zero: lowest compared OMol25 entry of this formula, charge and spin)	224.39	kJ/mol
2S+1	1
total charge	-1
lowest unoccupied orbital energy	0.0787	hartree